Record 1
2 unconnected molecules or ions with the total composition C2H7NO2, computed with ωB97M-V with the def2-TZVPD basis set.

XYZ file:
```
12
Properties=species:S:1:pos:R:3:lowdin_charge:R:1
O 0.786 3.517 0.208 0.012
O -1.529 -0.026 1.717 0.256
N -0.415 -0.613 -0.223 0.169
C 0.170 -1.704 -1.005 0.044
C -0.856 -0.813 1.088 -0.174
H -0.644 -2.038 -1.644 0.137
H 0.845 -1.082 -1.579 0.125
H 0.866 -2.352 -0.546 0.109
H 1.427 3.993 0.748 0.069
H -0.478 -1.701 1.656 0.189
H -0.827 0.163 -0.624 0.147
H 0.655 2.656 0.205 -0.082
```

Calculated values
max |F|: 0.140 hartree/bohr
energy: -285.2312 a.u.
spin multiplicity: 2
HOMO-LUMO gap (alpha / beta): 9.78 / 4.64 eV
charge: +1



Record 2
A molecular structure, C21H23BCl2EuN9O8P2, computed with ωB97M-V with the def2-TZVPD basis set.

XYZ file:
```
67
Properties=species:S:1:pos:R:3:lowdin_charge:R:1
Eu -0.571 -0.114 -0.279 2.097
Cl -5.126 -6.346 -1.514 0.759
Cl -0.111 -5.116 -2.610 0.735
P -1.071 0.070 -3.646 0.324
P -3.079 2.096 -2.025 0.418
O -2.526 -1.134 0.716 -0.251
O -3.155 3.745 -2.173 -0.173
O -0.709 -2.584 -0.774 -0.150
O -1.781 -1.269 -3.621 -0.310
O -2.219 1.738 -0.824 -0.450
O -0.120 0.384 -2.518 -0.466
O -0.368 0.346 -5.071 -0.146
O -4.467 1.554 -2.156 -0.308
N 2.067 0.396 -0.061 -0.072
N 0.113 1.604 1.634 -0.081
N 4.624 0.693 3.579 0.047
N 1.078 -1.329 2.480 0.158
N 3.551 1.526 3.344 -0.017
N -3.431 0.775 -4.445 0.152
N 2.951 0.684 0.993 0.004
N 2.006 -0.560 3.165 0.074
N 1.222 1.901 2.390 0.007
C -1.833 2.628 -4.512 -0.112
C 1.691 -2.480 4.335 0.034
C -2.871 -3.368 -0.080 -0.135
C -2.295 1.459 -3.704 -0.484
C 2.338 -1.248 4.349 0.084
C 0.907 -2.518 3.153 -0.016
C 4.191 0.527 -0.914 -0.036
C -0.460 3.314 3.017 -0.031
C -3.881 -4.373 -0.165 -0.052
C -3.163 -2.215 0.664 -0.277
C 2.811 0.364 -1.205 -0.133
C 5.359 2.853 3.621 -0.039
C -2.585 -5.577 -1.769 -0.176
C -1.628 -3.453 -0.883 -0.356
C -0.889 2.480 1.935 -0.105
C 5.683 1.484 3.728 -0.146
C 4.224 0.743 0.471 -0.049
C -3.757 -5.404 -1.086 -0.674
C -1.510 -4.636 -1.700 -0.518
C 4.024 2.827 3.382 -0.079
C 0.809 2.866 3.299 -0.076
B 2.449 0.916 2.493 -0.555
H -1.130 4.041 3.462 0.106
H -1.451 2.342 -5.506 0.086
H 2.297 0.320 -2.165 0.089
H -4.007 -2.335 1.366 0.124
H -3.211 -0.203 -4.643 0.117
H -2.653 3.420 -4.570 0.113
H -0.997 3.075 -3.965 0.099
H 5.069 0.910 1.125 0.109
H 5.015 0.436 -1.606 0.099
H 6.074 3.635 3.761 0.103
H 3.008 -0.807 5.055 0.132
H 1.439 3.160 4.133 0.117
H 3.362 3.656 3.251 0.107
H 0.202 -3.239 2.790 0.122
H -3.585 1.281 -5.322 0.163
H -1.779 2.459 1.365 0.070
H 6.649 1.021 3.866 0.111
H -2.946 4.284 -1.349 0.117
H 1.679 -3.217 5.102 0.116
H -0.124 -0.489 -5.561 0.128
H -4.242 0.791 -3.752 0.132
H -2.466 -6.448 -2.414 0.098
H -4.696 -4.342 0.560 0.120
```

Calculated values
max |F|: 0.070 hartree/bohr
energy: -4247.0072 a.u.
spin multiplicity: 8
HOMO-LUMO gap (alpha / beta): 4.70 / 3.74 eV
charge: +1



Record 3
A molecular structure, C24H26N4PbSi, computed with ωB97M-V with the def2-TZVPD basis set.

XYZ file:
```
56
Properties=species:S:1:pos:R:3:lowdin_charge:R:1
Pb -2.316 -0.915 1.918 1.147
Si 0.272 -0.040 -2.275 0.742
N 0.283 -3.859 3.832 0.104
N -1.523 -0.616 4.167 -0.065
N -0.113 -1.418 5.668 0.108
N -1.152 -2.940 2.426 -0.078
C 2.446 -1.508 -3.534 -0.104
C 0.711 2.131 0.992 -0.199
C -1.519 2.677 0.893 -0.185
C -1.273 2.034 2.145 -0.299
C -0.511 -0.159 6.111 -0.051
C -2.615 3.260 -3.756 -0.093
C -0.511 2.064 -4.005 -0.098
C -3.042 2.325 -2.806 -0.089
C 0.206 -4.701 2.720 -0.055
C 2.790 0.818 -2.907 -0.120
C -0.929 1.135 -3.030 -0.305
C 1.927 -0.295 -3.042 -0.320
C -1.371 0.323 5.173 -0.105
C -2.218 1.249 -2.473 -0.106
C -1.007 -1.438 -0.434 -0.286
C 3.818 -1.617 -3.795 -0.101
C -1.362 3.117 -4.366 -0.091
C -0.677 -4.120 1.864 -0.109
C -0.555 -2.815 3.632 -0.278
C -0.295 2.741 0.188 -0.185
C 4.675 -0.529 -3.588 -0.100
C -0.743 -1.670 4.497 -0.280
C 4.157 0.693 -3.147 -0.093
C 0.109 1.697 2.198 -0.219
H -3.263 4.097 -4.011 0.097
H -2.475 3.063 0.543 0.072
H -2.004 1.919 2.945 0.031
H 0.617 1.222 3.034 0.060
H -1.892 1.262 5.125 0.113
H 2.392 1.775 -2.559 0.101
H 1.759 2.017 0.728 0.073
H 0.518 -2.066 6.143 0.163
H 5.748 -0.630 -3.751 0.098
H 4.812 1.551 -2.989 0.101
H 0.670 0.697 -1.070 0.004
H -0.144 0.286 7.014 0.114
H -1.039 3.835 -5.120 0.098
H -1.996 -0.991 -0.591 -0.060
H 0.785 -5.602 2.625 0.115
H 0.839 -4.005 4.672 0.161
H -4.008 2.433 -2.311 0.102
H -2.565 0.508 -1.753 0.077
H -0.142 3.177 -0.796 0.081
H -1.018 -4.441 0.892 0.109
H 1.783 -2.360 -3.682 0.094
H -0.377 -1.304 -1.723 -0.045
H 0.476 1.973 -4.466 0.096
H -1.041 -2.525 -0.309 -0.007
H -0.335 -0.955 0.293 -0.031
H 4.235 -2.562 -4.149 0.096
```

Calculated values
max |F|: 0.075 hartree/bohr
energy: -1631.2712 a.u.
HOMO-LUMO gap: 4.30 eV



| no. | M (g mol⁻¹) |
| --- | --- |
| 1 | 77.08 |
| 2 | 825.10 |
| 3 | 605.79 |